(1)
ORCA calculation (the ωB97M-V functional and the def2-TZVPD basis) on 6 unconnected molecules or ions with the total composition C21H43B3ClIO10S.

As for the frontier orbital gap: 8.81 eV. The value obtained for the calculated total energy is -76438.637 eV. Its net charge is 0.

Last column: Löwdin charge in e.
CARTESIAN COORDINATES (ANGSTROEM)
O  0.936  2.138  6.977  -0.4177
S  0.042  0.963  6.434  0.8069
O  0.146  -0.291  7.362  -0.4374
C  0.421  0.518  4.654  -0.1321
B  2.027  0.279  4.332  -0.3925
O  2.545  -1.006  3.741  0.1121
B  3.064  -0.546  2.404  -0.7138
Cl  2.294  -1.356  0.916  0.7328
O  4.111  0.533  2.348  0.0654
B  3.522  1.653  3.150  -0.8345
I  3.203  3.700  2.427  0.9822
O  3.090  1.322  4.553  0.0827
H  -1.317  1.401  6.534  0.0964
H  0.089  1.436  3.974  0.1375
H  -0.162  -0.412  4.246  0.1344
C  0.687  -4.986  -2.552  -0.1785
C  2.149  -4.996  -2.916  -0.1746
C  2.609  -3.644  -2.417  -0.2097
O  1.789  -3.316  -1.287  -0.2128
C  0.693  -4.240  -1.236  -0.2091
H  0.246  -5.983  -2.475  0.1152
H  0.122  -4.418  -3.301  0.1171
H  2.663  -5.792  -2.364  0.1198
H  2.336  -5.144  -3.983  0.1119
H  2.459  -2.868  -3.175  0.1134
H  3.662  -3.642  -2.121  0.1179
H  0.869  -4.920  -0.396  0.1206
H  -0.239  -3.697  -1.057  0.1101
C  -1.973  1.343  -1.659  -0.1784
C  -1.188  0.207  -2.260  -0.1775
C  -0.346  -0.251  -1.089  -0.2262
O  -1.104  0.016  0.098  -0.1452
C  -2.220  0.848  -0.251  -0.2021
H  -2.896  1.573  -2.197  0.1149
H  -1.356  2.249  -1.634  0.1162
H  -1.871  -0.595  -2.565  0.1168
H  -0.590  0.496  -3.128  0.1163
H  0.588  0.318  -1.025  0.1073
H  -0.103  -1.316  -1.139  0.0930
H  -3.124  0.232  -0.199  0.1077
H  -2.311  1.664  0.471  0.1110
C  5.893  -2.903  -6.425  -0.1819
C  6.407  -1.845  -5.483  -0.1809
C  5.256  -1.699  -4.512  -0.1985
O  4.610  -2.977  -4.436  -0.1686
C  5.115  -3.806  -5.492  -0.2015
H  6.682  -3.429  -6.968  0.1163
H  5.215  -2.449  -7.158  0.1178
H  7.294  -2.216  -4.957  0.1183
H  6.670  -0.906  -5.977  0.1165
H  4.520  -0.973  -4.874  0.1198
H  5.585  -1.393  -3.514  0.1222
H  5.765  -4.563  -5.041  0.1205
H  4.285  -4.312  -5.993  0.1169
C  -7.097  -0.870  0.969  -0.1824
C  -7.250  -0.250  2.334  -0.1833
C  -5.969  0.545  2.465  -0.2064
O  -5.592  0.949  1.142  -0.1516
C  -6.397  0.228  0.199  -0.2092
H  -8.044  -1.172  0.514  0.1161
H  -6.450  -1.753  1.032  0.1184
H  -8.112  0.427  2.339  0.1175
H  -7.383  -0.980  3.136  0.1163
H  -5.159  -0.070  2.870  0.1173
H  -6.088  1.428  3.100  0.1172
H  -7.117  0.932  -0.232  0.1179
H  -5.765  -0.160  -0.605  0.1121
C  -0.639  6.464  1.850  -0.1779
C  -1.968  6.024  2.406  -0.1798
C  -1.627  4.684  3.020  -0.2055
O  -0.259  4.758  3.446  -0.1624
C  0.328  5.942  2.890  -0.2393
H  -0.561  7.544  1.699  0.1170
H  -0.457  5.969  0.888  0.1179
H  -2.292  6.721  3.187  0.1185
H  -2.760  5.959  1.655  0.1166
H  -1.704  3.877  2.283  0.1094
H  -2.265  4.439  3.874  0.1177
H  0.462  6.663  3.704  0.1237
H  1.309  5.705  2.470  0.0094



(2)
ORCA calculation (the ωB97M-V functional and the def2-TZVPD basis) on a molecular structure, C21H43B3O13S4.

As for the frontier orbital gap: 9.05 eV. The value obtained for the calculated total energy is -94464.955 eV. Its net charge is 0.

Last column: Löwdin charge in e.
CARTESIAN COORDINATES (ANGSTROEM)
C  -0.356  -2.432  -3.695  -0.0449
C  0.954  -2.693  -4.439  -0.1749
O  2.102  -2.559  -3.585  0.1496
B  2.152  -1.442  -2.837  -0.7303
O  1.572  -0.232  -3.217  0.2822
B  0.955  0.465  -2.204  -0.3364
O  1.063  0.062  -0.887  0.2584
B  1.666  -1.175  -0.690  -0.5555
C  1.209  -2.233  0.369  0.0232
C  0.660  -1.530  1.577  -0.3686
C  0.488  -2.423  2.909  0.0205
O  1.569  -1.320  2.531  -0.0754
O  2.705  -1.487  -1.553  0.3191
H  -1.127  -3.100  -4.077  0.0809
H  -0.694  -1.426  -3.933  0.0862
H  -0.301  -2.602  -2.628  0.0545
H  0.968  -3.687  -4.875  0.1206
H  1.028  -1.997  -5.274  0.1227
H  0.296  1.417  -2.474  0.1176
H  0.391  -2.844  -0.021  0.1129
H  2.041  -2.838  0.720  0.1368
H  -0.134  -0.819  1.399  0.1063
H  1.038  -2.833  3.753  0.1021
H  0.691  -3.332  2.287  0.0576
C  -3.428  1.593  4.082  -0.2172
C  -2.523  2.564  3.309  -0.2020
C  -1.849  1.766  2.188  -0.2181
S  -2.978  0.433  1.779  0.6631
O  -2.341  -0.819  2.117  -0.3301
O  -3.536  0.636  0.464  -0.3296
C  -4.205  0.811  3.027  -0.2305
H  -4.099  2.116  4.762  0.1142
H  -2.815  0.909  4.673  0.1205
H  -3.130  3.366  2.881  0.1166
H  -1.779  3.027  3.954  0.1192
H  -1.673  2.357  1.298  0.0754
H  -0.914  1.317  2.515  0.1087
H  -4.640  -0.116  3.394  0.1053
H  -4.971  1.425  2.554  0.1064
C  -1.110  5.714  -1.780  -0.2190
C  -0.138  4.669  -2.344  -0.2083
C  1.048  4.569  -1.377  -0.2169
S  0.410  5.012  0.241  0.6665
O  1.025  6.240  0.674  -0.3114
O  0.392  3.849  1.097  -0.3299
C  -1.261  5.381  -0.300  -0.2298
H  -2.071  5.696  -2.291  0.1139
H  -0.687  6.714  -1.893  0.1188
H  -0.643  3.703  -2.410  0.1017
H  0.199  4.930  -3.346  0.1159
H  1.465  3.569  -1.325  0.0630
H  1.835  5.279  -1.620  0.1116
H  -1.655  6.199  0.299  0.1061
H  -1.862  4.483  -0.154  0.0977
C  6.273  0.907  0.778  -0.2151
C  4.957  0.126  0.892  -0.1976
C  3.827  1.152  1.037  -0.1969
S  4.390  2.636  0.199  0.6788
O  4.544  3.694  1.163  -0.3057
O  3.611  2.834  -1.003  -0.3253
C  6.011  2.013  -0.239  -0.2260
H  7.098  0.269  0.465  0.1147
H  6.533  1.344  1.744  0.1191
H  4.806  -0.465  -0.014  0.1124
H  4.963  -0.563  1.735  0.1190
H  2.905  0.828  0.567  0.0814
H  3.642  1.407  2.078  0.1150
H  6.726  2.832  -0.201  0.1067
H  5.946  1.615  -1.252  0.1073
C  -4.509  -4.801  0.154  -0.2156
C  -3.468  -5.678  0.864  -0.2090
C  -2.396  -6.047  -0.171  -0.2126
S  -2.379  -4.703  -1.366  0.6818
O  -2.803  -5.203  -2.649  -0.3126
O  -1.149  -3.958  -1.236  -0.3368
C  -3.714  -3.764  -0.632  -0.2162
H  -5.187  -4.326  0.861  0.1157
H  -5.106  -5.410  -0.528  0.1187
H  -3.013  -5.114  1.680  0.1176
H  -3.916  -6.572  1.293  0.1134
H  -1.405  -6.134  0.265  0.1021
H  -2.644  -6.958  -0.712  0.1041
H  -4.279  -3.277  -1.423  0.1118
H  -3.268  -3.018  0.026  0.1031



(3)
ORCA calculation (the ωB97M-V functional and the def2-TZVPD basis) on a molecular structure, C21H43BiN2P3S.

The value obtained for the energy above the lowest of the compared OMol25 structures with the same formula, charge and spin is 263.6 kJ/mol. As for the frontier orbital gap (spin up / spin down): 4.94 / 5.44 eV. The value obtained for the calculated total energy is -69967.894 eV. Its net charge is +3.

Last column: Löwdin charge in e.
CARTESIAN COORDINATES (ANGSTROEM)
Bi  -0.371  -0.284  -1.055  1.1357
P  1.914  0.930  0.480  0.6943
P  -2.286  1.764  -0.443  0.7262
P  0.653  1.659  -3.040  0.7190
H  -0.666  -5.241  -0.679  0.0477
C  0.172  -5.248  -1.398  -0.0862
C  1.418  -4.959  -0.969  -0.0754
H  1.533  -4.565  0.061  0.0439
C  2.383  0.163  2.071  -0.2383
C  1.776  2.699  0.968  -0.2438
C  3.499  0.887  -0.430  -0.2479
C  -3.858  1.383  -1.299  -0.2466
C  -2.843  1.977  1.285  -0.2378
C  -1.927  3.493  -0.953  -0.2282
C  1.934  0.729  -3.961  -0.2340
C  1.427  3.280  -2.729  -0.2354
C  -0.581  2.072  -4.326  -0.2597
H  -0.024  -5.560  -2.444  0.0549
H  2.324  -5.101  -1.588  0.0629
H  2.124  -0.903  2.071  0.0471
H  1.860  0.635  2.912  0.0453
H  3.467  0.283  2.196  0.0686
H  1.041  2.793  1.782  0.0456
H  1.443  3.327  0.128  0.0194
H  2.761  3.038  1.326  0.0775
H  3.686  -0.124  -0.818  0.0623
H  4.287  1.158  0.287  0.0703
H  3.504  1.589  -1.273  0.0236
H  -4.581  2.186  -1.088  0.0809
H  -4.244  0.425  -0.922  0.0690
H  -3.691  1.289  -2.381  0.0282
H  -3.774  2.565  1.319  0.0849
H  -2.063  2.495  1.861  0.0522
H  -3.011  0.989  1.735  0.0493
H  -2.798  4.126  -0.716  0.0860
H  -1.710  3.552  -2.029  0.0243
H  -1.049  3.858  -0.399  0.0463
H  1.968  1.004  -5.024  0.0759
H  1.713  -0.345  -3.899  0.0335
H  2.918  0.916  -3.510  0.0504
H  1.639  3.814  -3.663  0.0842
H  2.364  3.150  -2.181  0.0340
H  0.755  3.905  -2.131  0.0354
H  -0.080  2.535  -5.187  0.0787
H  -1.316  2.782  -3.923  0.0417
H  -1.104  1.163  -4.660  -0.0048
C  -1.403  -2.013  -4.489  -0.6460
C  -2.240  -2.236  -5.622  -0.0558
C  -1.883  -3.187  -6.572  -0.0141
C  -0.732  -3.979  -6.404  0.0261
C  0.063  -3.782  -5.266  -0.0280
C  -0.276  -2.839  -4.303  -0.1047
S  -1.850  -0.839  -3.338  0.6260
H  1.074  -1.163  -0.325  -0.0908
H  -3.178  -1.678  -5.723  0.1257
H  -2.534  -3.314  -7.442  0.1361
H  -0.486  -4.751  -7.142  0.1431
H  0.950  -4.393  -5.111  0.1284
H  0.299  -2.755  -3.386  0.0826
C  -0.844  0.225  3.423  -0.0201
C  -0.860  -1.122  2.818  -0.4035
N  -0.707  -1.483  1.543  -0.0338
C  -0.735  -2.874  1.513  -0.1438
C  -0.955  -3.345  2.779  -0.0342
N  -1.037  -2.224  3.584  0.1275
H  -1.855  0.492  3.748  0.0956
H  -0.178  0.231  4.296  0.1053
H  -0.500  0.961  2.689  0.0446
H  -0.580  -3.427  0.597  0.0623
H  -1.058  -4.346  3.149  0.1290
H  -1.206  -2.200  4.581  0.1814